This record from OMol25 describes C5H2O as an isolated structure. The level of theory is the ωB97M-V functional and the def2-TZVPD basis.

## Properties
ΔE to the lowest compared entry with this formula, charge and spin (kJ/mol): 327.78
E (eV): -7257.111

```
8
Properties=species:S:1:pos:R:3:lowdin_charge:R:1
O -1.839 -1.385 0.075 0.076
C -1.491 -0.242 0.205 -0.183
C -0.020 0.164 0.127 -0.218
C 0.571 1.408 0.045 0.052
C 1.361 0.695 -1.059 0.035
C 1.393 -0.304 -0.112 -0.040
H -2.241 0.553 0.444 0.139
H 2.266 -0.890 0.275 0.140
```

This record from OMol25 describes a 2-piece molecular cluster, C5H2O overall. The level of theory is the ωB97M-V functional and the def2-TZVPD basis.

## Properties
Expectation value of S²: 2.0153
Multiplicity: 3
ΔE to the lowest compared entry with this formula, charge and spin (kJ/mol): 544.38
E (eV): -7252.331

```
8
Properties=species:S:1:pos:R:3:lowdin_spin:R:1
C 2.463 2.202 -1.760 0.960
C -0.110 1.309 -0.285 0.365
C -0.859 -1.105 0.368 0.113
C -0.166 0.116 0.041 0.303
C -0.880 -1.415 1.644 0.107
O -0.805 -1.546 2.776 0.092
H 1.379 2.040 -2.279 0.061
H -1.022 -1.601 -0.504 -0.002
```

This record from OMol25 describes C5H2O6Pt as an isolated structure. The level of theory is the ωB97M-V functional and the def2-TZVPD basis.

## Properties
Net charge: +2
Expectation value of S²: 2.0105
Multiplicity: 3
E (eV): -20725.505

```
14
Properties=species:S:1:pos:R:3:lowdin_spin:R:1
O -0.072 3.139 -0.116 0.036
C -0.073 1.983 -0.091 0.153
Pt -0.079 -0.006 -0.231 0.967
O -0.074 -0.001 -3.266 0.005
C -0.075 -0.001 -2.103 0.074
C -0.075 -1.984 -0.091 0.149
O -0.076 -3.139 -0.117 0.037
C -2.057 0.000 -0.092 0.147
O -3.214 0.001 -0.117 0.029
C 1.909 -0.003 -0.092 0.154
O 3.064 -0.004 -0.116 0.036
O -0.069 -0.003 2.048 0.202
H 0.427 0.786 2.193 0.005
H 0.464 -0.768 2.190 0.005
```

This record from OMol25 describes a 11-piece molecular cluster, C5H30NO12 overall. The level of theory is the ωB97M-V functional and the def2-TZVPD basis.

## Properties
Net charge: -1
ΔE to the lowest compared entry with this formula, charge and spin (kJ/mol): 483.63
E (eV): -31732.187

```
48
Properties=species:S:1:pos:R:3:lowdin_charge:R:1
O -1.151 -0.594 -1.889 -0.010
C -0.058 -0.819 -1.355 -0.443
N 0.114 -0.618 -0.040 0.140
C -0.929 -0.035 0.771 -0.311
O -0.642 -0.264 2.100 -0.308
C 0.981 -1.444 -2.294 -0.156
C 2.460 -1.108 -2.077 -0.210
C 2.485 0.379 -2.651 -0.094
H 0.808 -1.147 0.374 0.053
H -0.875 1.113 0.639 0.090
H -1.915 -0.335 0.434 0.079
H 0.859 -2.642 -2.311 0.156
H 0.559 -1.196 -3.241 0.090
H 3.006 -1.656 -2.863 0.098
H 2.903 -1.225 -1.039 0.114
H 2.374 1.092 -1.785 0.045
H 3.583 0.603 -2.895 0.086
H 1.855 0.623 -3.470 0.057
H -2.884 1.842 0.874 0.020
H -2.202 3.285 0.519 0.095
O -2.897 2.591 0.303 -0.066
H -1.336 -2.955 2.047 0.059
H -0.344 -2.007 2.758 0.053
O -0.394 -2.965 2.375 -0.130
H -3.708 1.346 -1.489 0.020
H -3.318 0.309 -2.818 0.093
O -3.451 1.272 -2.438 -0.128
H 1.215 1.548 2.435 -0.031
H 0.189 2.264 1.703 0.027
O 1.104 2.294 1.951 0.013
H 2.437 -2.210 0.424 -0.060
H 1.431 -3.287 0.719 0.108
O 1.862 -2.714 -0.004 -0.049
H -1.175 0.646 4.510 -0.019
H -1.665 0.156 3.132 -0.045
O -1.935 0.347 4.064 -0.102
H 2.388 2.460 -0.667 -0.034
H 2.548 2.167 0.844 -0.002
O 2.988 2.466 0.037 -0.056
H -0.423 2.040 -0.786 0.000
H -1.750 2.421 -1.375 0.027
O -0.773 2.692 -1.445 -0.113
H 1.961 -1.188 3.117 -0.013
H 0.921 -0.601 2.187 -0.009
O 1.912 -0.706 2.352 -0.050
H -2.927 -1.122 0.127 -0.052
H -2.796 -1.575 -1.315 0.022
O -3.398 -1.545 -0.552 -0.052
```

This record from OMol25 describes a 10-piece molecular cluster, C5H31N2O10 overall. The level of theory is the ωB97M-V functional and the def2-TZVPD basis.

## Properties
Net charge: +1
ΔE to the lowest compared entry with this formula, charge and spin (kJ/mol): 488.07
E (eV): -29135.606

```
48
Properties=species:S:1:pos:R:3:lowdin_charge:R:1
O 2.698 0.699 -0.247 0.050
C 1.825 1.288 -0.841 -0.406
N 2.420 1.749 -2.024 0.042
C 1.806 2.672 -2.893 -0.090
C 0.397 1.627 -0.520 -0.186
N 0.130 0.537 0.538 0.186
C -1.093 2.985 0.968 -0.119
C 0.130 3.032 0.073 -0.206
H 3.351 1.353 -2.128 0.161
H 1.180 2.273 -3.593 0.054
H 1.087 3.368 -2.375 0.085
H 2.378 3.342 -3.529 0.103
H -0.395 1.644 -1.382 0.188
H -0.762 -0.014 0.380 0.175
H 0.198 0.924 1.521 0.108
H 0.909 -0.237 0.463 0.151
H -1.485 4.023 0.939 0.096
H -1.945 2.378 0.510 0.061
H -1.093 2.529 2.020 0.105
H 0.892 3.497 0.800 0.152
H -0.018 3.710 -0.881 0.141
H 1.934 -1.477 2.509 0.062
H 1.417 -2.796 1.841 0.081
O 1.155 -1.791 1.907 -0.143
H -0.157 -4.220 -1.346 0.068
H -1.302 -5.027 -1.005 0.047
O -0.760 -4.892 -1.813 -0.095
H -1.469 -1.964 2.893 -0.030
H -2.937 -1.459 2.766 0.108
O -2.094 -1.749 2.250 -0.077
H 3.825 0.312 3.095 0.072
H 2.971 0.335 1.694 0.061
O 2.988 0.068 2.678 -0.085
H -2.314 0.151 -1.933 -0.064
H -2.380 -0.381 -3.233 -0.033
O -2.595 0.367 -2.746 0.023
H 0.597 1.034 3.723 0.046
H 0.722 -0.392 3.382 0.056
O 0.044 0.364 3.330 -0.079
H -2.595 -2.528 -3.875 0.067
H -1.166 -3.189 -3.761 0.109
O -1.650 -2.245 -3.731 -0.134
H 1.109 -5.120 2.004 0.048
H 1.872 -5.547 0.778 0.080
O 1.949 -4.919 1.554 -0.078
H -4.388 0.627 -0.157 0.046
H -3.747 1.882 -0.607 0.028
O -3.638 1.179 0.005 -0.034
```

This record from OMol25 describes C5H31NO12 as an isolated structure. The level of theory is the ωB97M-V functional and the def2-TZVPD basis.

## Properties
Net charge: -2
ΔE to the lowest compared entry with this formula, charge and spin (kJ/mol): 144.31
E (eV): -31750.297

```
49
Properties=species:S:1:pos:R:3:lowdin_charge:R:1
C 0.674 -0.059 -0.593 -0.227
N -0.268 -0.395 -1.654 -0.068
C -1.289 -1.308 -1.207 -0.372
O -2.339 -0.664 -0.569 -0.316
C 1.850 -1.071 -0.402 -0.151
C 2.002 -1.435 1.120 -0.169
C 3.220 -0.811 1.792 -0.283
O 3.115 0.587 2.047 -0.119
H 0.077 0.059 0.327 0.103
H 1.072 0.950 -0.655 0.081
H -0.644 0.462 -2.038 0.084
H -1.735 -1.835 -2.066 0.116
H -0.786 -2.039 -0.552 0.099
H 2.721 -0.512 -0.751 0.100
H 1.676 -1.932 -1.027 0.089
H 2.178 -2.516 1.073 0.101
H 1.101 -1.201 1.680 0.097
H 3.372 -1.231 2.794 0.103
H 4.123 -0.972 1.185 0.102
H 1.017 -0.874 -3.099 0.003
H 2.246 -0.048 -3.156 0.014
O 1.836 -0.774 -3.645 -0.112
H 0.610 0.833 2.755 -0.008
H -0.919 0.771 2.698 -0.011
O -0.156 0.606 3.295 -0.095
H -4.170 -0.984 -0.561 0.006
H -4.440 -0.346 -1.792 0.008
O -4.952 -0.871 -1.166 -0.121
H 2.459 1.033 1.458 0.020
H 2.269 2.756 1.519 0.003
O 1.745 2.474 0.766 -0.269
H 0.577 2.856 0.761 -0.024
H -0.718 3.866 1.349 0.012
O -0.584 3.068 0.840 -0.231
H -0.985 2.960 -0.772 -0.007
H -2.036 2.092 -1.483 0.017
O -1.235 2.595 -1.671 -0.115
H -2.324 0.267 0.625 -0.003
H -1.843 1.645 1.239 -0.019
O -2.348 0.848 1.482 -0.148
H -2.338 -3.932 0.062 0.006
H -1.110 -3.862 -0.773 -0.016
O -1.687 -4.510 -0.377 -0.086
H 1.955 2.930 -2.071 0.012
H 2.744 3.330 -0.796 -0.002
O 2.786 3.302 -1.766 -0.099
H -2.767 -1.705 0.496 -0.020
H -2.708 -2.046 2.056 0.021
O -3.046 -2.358 1.224 -0.105
```

This record from OMol25 describes a 10-piece molecular cluster, C5H32N2O10 overall. The level of theory is the ωB97M-V functional and the def2-TZVPD basis.

## Properties
ΔE to the lowest compared entry with this formula, charge and spin (kJ/mol): 582.61
E (eV): -29155.845

```
49
Properties=species:S:1:pos:R:3:lowdin_charge:R:1
C 1.193 0.318 -0.837 -0.179
N 0.680 0.763 0.540 -0.037
C 1.580 1.580 1.441 -0.294
O 1.189 2.827 1.090 -0.051
C 1.985 -0.936 -1.077 -0.339
C 1.077 -2.225 -1.448 -0.233
C 0.002 -2.232 -2.408 -0.149
N 2.912 -0.648 -2.240 0.028
H 0.236 0.300 -1.346 0.087
H 1.642 1.345 -1.181 0.122
H 0.519 -0.124 1.033 0.075
H 1.315 1.438 2.514 0.105
H 2.676 1.509 1.262 0.135
H 0.397 3.159 1.435 0.017
H 2.512 -1.275 -0.127 0.113
H 1.879 -2.936 -1.650 0.100
H 0.790 -2.830 -0.524 0.123
H 0.259 -1.618 -3.269 0.047
H -0.325 -3.175 -2.910 0.107
H -1.016 -1.823 -2.034 0.096
H 3.746 -1.147 -2.053 0.040
H 3.035 0.443 -2.332 0.110
H -0.377 -0.569 -4.003 -0.049
H -0.675 0.917 -4.102 -0.029
O -1.019 0.084 -4.036 0.007
H -1.486 2.265 1.346 -0.007
H -1.264 1.266 0.234 0.098
O -2.025 1.797 0.698 -0.108
H -3.224 0.168 3.252 0.064
H -2.717 0.751 1.997 0.033
O -2.435 0.081 2.710 -0.102
H -2.997 -2.568 -0.956 0.008
H -1.821 -3.401 -1.094 0.028
O -2.792 -3.495 -0.857 -0.071
H 2.227 -0.723 2.703 0.040
H 3.618 -1.509 2.352 0.122
O 2.655 -1.296 2.000 -0.121
H -0.383 3.033 -1.562 0.115
H 0.820 2.555 -2.484 0.002
O -0.117 2.499 -2.422 -0.084
H -3.387 -0.535 0.983 0.060
H -3.550 0.687 0.128 -0.005
O -4.089 0.116 0.658 -0.083
H -0.468 2.153 3.226 0.036
H -1.673 2.809 2.976 0.070
O -0.725 3.025 2.942 -0.023
H 0.301 -1.447 2.801 -0.025
H -0.786 -0.692 3.426 -0.015
O 0.102 -0.685 3.204 0.017
```